Below is one molecule with the formula C4H7FIP in a non-equilibrium geometry, with properties calculated with wB97M-V/def2-TZVPD.

XYZ file:
```
14
Properties=species:S:1:pos:R:3:forces:R:3
I 1.386 -2.149 -0.911 -0.7573 0.8864 0.2967
H 0.449 0.322 -2.234 -0.2893 -0.6230 -0.3627
H -0.048 -2.583 1.413 -1.3919 2.7792 0.5192
H -0.296 1.892 -1.847 0.3257 -0.1813 -0.0822
C -0.042 0.630 -0.142 1.0804 -0.4172 1.2771
H 0.339 -0.911 2.199 -0.9257 -0.8511 -0.7063
H -1.419 -1.217 1.779 0.3841 -0.5811 0.3490
C 0.394 1.106 -1.510 0.3223 1.1539 0.4092
C -0.236 -0.835 0.129 0.9547 -0.0801 -1.8808
H 1.437 1.546 -1.498 -1.1827 -0.3555 0.2945
F -0.205 3.058 0.351 0.1521 -0.1626 0.7374
C -0.379 -1.426 1.474 1.7616 -1.1382 1.7685
P -0.241 1.648 1.187 -0.1705 0.1690 -1.5885
H -1.139 -1.081 -0.389 -0.2636 -0.5983 -1.0313
```
Positions in Å, forces in eV/Å.

The relative energy (zero: lowest compared OMol25 entry of this formula, charge and spin) comes out at 0.733 eV. Its max |F| is 3.2 eV/A. The orbital gap is 8.660 eV. Its total charge is 0. As for the SMILES: C/C(=P\F)[C@H](C)I.

Mulliken atomic charge list, values in e, 8 entries: I -0.018; H 0.422; H 0.339; H 0.333; C 0.780; H 0.325; H 0.351; C -1.294

Below is a 2-piece molecular cluster, C4H14IN3 overall in a non-equilibrium geometry, with properties calculated with wB97M-V/def2-TZVPD.

XYZ file:
```
22
Properties=species:S:1:pos:R:3:forces:R:3
H 0.995 -0.109 -2.033 -0.0193 -1.3872 0.7973
H -0.548 3.238 0.629 -0.5571 0.5262 -0.7983
H -1.214 1.024 -1.069 1.0611 -0.0857 0.0301
H 1.917 -2.145 -0.729 0.0193 -1.0518 -1.0908
C -0.376 1.556 -0.556 -2.2691 1.3655 -2.1596
H -4.415 -0.912 -0.651 -1.1489 -1.3842 -1.3471
C 0.200 0.728 0.497 0.1837 -2.4779 -1.0533
N -1.168 2.767 -0.063 2.9373 1.4692 -1.5235
H -1.397 3.399 -0.948 0.0668 -1.3513 2.7152
N 1.865 -2.648 0.197 3.5665 0.5556 2.0358
H 1.379 -1.129 1.814 0.1943 -1.2355 -1.1594
H 0.330 1.955 -1.313 -0.2403 -0.3880 0.6173
N 1.065 -0.874 -1.304 0.2564 2.2926 -2.3157
C 1.023 -1.647 0.862 -0.9763 0.7317 2.2688
H 2.881 -2.792 0.602 -2.4405 0.5115 -0.8586
H -1.918 2.433 0.487 -1.8799 -0.1033 0.2173
H -0.434 0.426 1.327 -0.1803 0.3082 0.0801
H 1.166 0.977 0.803 1.3966 1.7669 1.3621
H 0.131 -2.228 1.147 -0.0766 0.8297 0.0157
C 0.724 -0.547 -0.151 -0.7513 -1.3290 1.4286
H 1.401 -3.531 0.268 -0.1145 -0.8349 -0.7330
I -3.606 0.060 0.185 0.9722 1.2716 1.4712
```
Positions in Å, forces in eV/Å.

The relative energy (zero: lowest compared OMol25 entry of this formula, charge and spin) comes out at 1.301 eV. Its max |F| is 4.1 eV/A. The orbital gap is 9.980 eV. Its total charge is +2.

Mulliken atomic charge list, values in e, 8 entries: H 0.246; H 0.374; H 0.412; H 0.318; C -1.326; H 0.175; C -0.044; N -0.192

Below is one molecule with the formula C5H10BrN3 in a non-equilibrium geometry, with properties calculated with wB97M-V/def2-TZVPD.

XYZ file:
```
19
Properties=species:S:1:pos:R:3:forces:R:3
H -2.088 -1.108 -0.432 -1.1039 -1.0905 0.8111
N 0.542 -1.325 0.891 -1.1992 0.3464 -0.0603
H -0.876 2.057 1.544 1.2187 1.0750 0.5503
N 1.248 -2.085 0.296 -0.7394 -1.0797 1.4300
H -2.376 0.501 -1.280 0.1502 -1.6562 -0.0774
H 3.038 -2.001 -0.583 1.1460 -0.1423 0.2781
H 1.689 -1.768 -1.594 -0.4043 -0.4267 -1.0401
Br 3.413 0.782 0.346 0.4723 -0.1909 0.2920
N 2.146 -0.086 -0.725 -1.7556 2.3316 0.4643
H -0.390 1.322 -0.673 -0.0465 -0.3454 0.8111
H -2.053 2.272 0.334 -0.9375 -0.1569 0.8500
C 0.330 -0.004 0.738 -0.0320 -0.7121 -2.0089
C 2.146 -1.429 -0.689 0.5265 -0.3864 -0.6537
H -2.114 1.068 1.770 -1.8904 -0.8684 0.7657
C -1.650 -0.274 -0.883 -0.1460 2.5987 -0.9284
H 0.517 0.555 1.590 1.4219 0.9232 1.6830
C -0.898 0.650 0.076 3.7259 -2.3174 -2.9158
H -1.030 -0.651 -1.717 -0.0806 0.4549 0.4450
C -1.594 1.524 0.991 -0.3262 1.6431 -0.6960
```
Positions in Å, forces in eV/Å.

Its max |F| is 5.3 eV/A. The orbital gap (spin up / spin down) is 8.439 / 8.441 eV. Its total charge is 0.

Mulliken atomic charge list, values in e, 8 entries: H 0.394; N 0.180; H 0.480; N -0.446; H 0.325; H 0.364; H 0.321; Br -0.136

Below is an isolated ion of composition C6H15N5 and charge +2 in a non-equilibrium geometry, with properties calculated with wB97M-V/def2-TZVPD.

XYZ file:
```
26
Properties=species:S:1:pos:R:3:forces:R:3
H 3.242 1.925 -0.572 -0.0001 -1.5658 0.3737
H -2.674 -0.784 -1.625 -0.0371 -0.7352 -0.5052
N -2.800 0.893 1.172 0.3128 -0.6110 -0.8769
C -0.365 -1.371 0.067 2.1709 2.0489 1.1441
H 1.155 0.753 -1.366 -0.1870 0.4107 1.2217
N -1.172 -0.484 0.433 1.0985 -1.0686 0.0699
H 3.639 0.340 -1.342 -0.7456 0.1711 0.6717
N 1.941 -1.764 -0.471 3.7725 -0.6090 -0.1603
C 3.082 0.798 -0.485 1.1037 0.0960 2.0171
H -2.596 0.914 2.119 1.3934 -0.4184 2.0089
H 1.499 1.086 1.735 0.2708 0.5475 -0.5107
C -2.895 0.102 -1.087 -1.8067 1.0506 0.6413
H 0.032 1.087 0.910 -0.1147 0.8073 0.1252
N -0.355 -2.642 0.232 -1.1641 -1.5633 0.1602
C -2.288 0.135 0.238 -0.4725 0.4096 0.2603
H -2.509 0.960 -1.574 0.6060 0.8358 -1.0015
H 0.366 -3.325 0.080 0.7470 0.2943 -0.3533
C 1.584 0.610 -0.322 1.0372 0.1885 -3.4170
H 2.996 -1.442 -0.607 -2.1337 -0.6656 0.0838
H -3.969 0.347 -0.971 0.3986 -0.6612 -0.3834
H -3.535 1.505 1.009 -1.8228 0.9480 -1.0302
H 1.074 2.423 0.687 0.4551 3.6956 -0.6598
H 3.449 0.390 0.568 0.2166 1.1427 -2.1894
H -1.210 -3.047 0.590 -0.1927 -0.0697 -0.0557
N 1.252 -0.836 -0.193 -3.3426 -0.1727 0.0292
C 1.054 1.428 0.776 -1.5638 -4.5061 2.3364
```
Positions in Å, forces in eV/Å.

The relative energy (zero: lowest compared OMol25 entry of this formula, charge and spin) comes out at 1.973 eV. Its max |F| is 5.3 eV/A. The orbital gap is 9.596 eV. Its total charge is +2. As for the SMILES: [H]/N=[N+](/C(=[NH2+])/N=C(\C)N)C(C)C.

Mulliken atomic charge list, values in e, 8 entries: H 0.334; H 0.410; N -0.263; C 0.347; H 0.223; N -0.250; H 0.494; N -0.840

Below is a 3-piece molecular cluster, C4H16N2O2 overall, with properties calculated with wB97M-V/def2-TZVPD.

XYZ file:
```
24
Properties=species:S:1:pos:R:3:forces:R:3
H 1.601 2.499 0.057 -0.0115 -0.1608 0.2316
H 1.262 2.492 -1.649 -0.2290 -0.2533 -0.0425
H 1.138 -0.320 1.189 0.0158 0.2438 0.0251
H 1.023 -2.252 -1.169 0.1812 0.1815 0.0366
H -2.433 -0.063 -1.111 0.0009 0.0251 -0.1409
H -1.493 -0.017 3.763 0.3206 0.0173 0.0681
H 2.458 -0.375 0.210 -0.2506 0.0914 -0.0690
N 1.442 -0.398 0.228 0.2185 -0.6295 0.0914
H -2.119 1.146 3.091 0.2579 0.2051 -0.1656
O 1.011 -2.476 -2.111 -0.0590 -0.1039 -0.0360
N -2.033 -1.108 0.653 0.0436 0.2904 -0.3453
H -1.010 1.648 -0.770 -0.0301 0.3205 0.1609
H -1.005 -1.107 -1.201 -0.0961 0.1009 -0.1511
C 0.815 0.570 -0.664 -0.1717 0.1692 -0.1536
O -1.243 0.809 3.328 -0.5618 -0.2807 0.1070
H 1.801 -3.003 -2.267 -0.0619 0.0333 0.0793
C 1.605 1.859 -0.826 0.4855 0.3490 0.0267
H -0.632 0.984 0.848 -0.2504 0.1910 -0.1556
H 0.789 0.114 -1.649 -0.0106 -0.1684 -0.2755
C -1.557 -0.409 -0.565 0.1563 -0.2179 0.5622
H -1.406 -0.878 1.411 0.0451 -0.2819 0.1277
C -0.637 0.783 -0.231 0.1198 -0.2694 -0.3144
H 2.650 1.610 -1.059 -0.1483 0.0813 0.1100
H -2.028 -2.108 0.493 0.0357 0.0659 0.2231
```
Positions in Å, forces in eV/Å.

The relative energy (zero: lowest compared OMol25 entry of this formula, charge and spin) comes out at 0.281 eV. Its max |F| is 0.7 eV/A. The orbital gap is 9.812 eV. Its total charge is 0. As for the SMILES: C[C@@H](N)CCN.O.O.

Mulliken atomic charge list, values in e, 8 entries: H 0.329; H 0.390; H 0.214; H 0.312; H 0.311; H 0.316; H 0.222; N -0.534

Below is one molecule with the formula CH2ClNO3S in a non-equilibrium geometry, with properties calculated with wB97M-V/def2-TZVPD.

XYZ file:
```
9
Properties=species:S:1:pos:R:3:forces:R:3
S -1.388 0.937 0.200 2.5500 1.7486 -0.5340
H 0.397 -0.305 0.800 0.0427 -0.1370 0.2134
O -2.535 -1.887 0.232 0.1922 0.4328 -1.0866
O -1.541 1.405 1.546 -0.1891 -0.2725 0.6352
O -1.664 1.798 -0.907 0.1259 0.9108 -1.0711
N 0.150 0.337 0.068 0.6961 0.4632 0.1989
Cl -4.365 -0.054 -0.040 -1.8697 0.6994 -0.9102
C -2.851 -0.753 0.175 -1.2951 -3.8326 2.7969
H 0.505 0.095 -0.842 -0.2530 -0.0128 -0.2425
```
Positions in Å, forces in eV/Å.

The relative energy (zero: lowest compared OMol25 entry of this formula, charge and spin) comes out at 1.769 eV. Its max |F| is 4.9 eV/A. The orbital gap (spin up / spin down) is 6.865 / 8.126 eV. Its total charge is 0. As for the spin multiplicity: 3.

Mulliken atomic charge list, values in e, 8 entries: S 0.898; H 0.264; O -0.325; O -0.484; O -0.500; N -0.454; Cl -0.084; C 0.415

Below is an isolated ion of composition C2H6Br2N and charge +1 in a non-equilibrium geometry, with properties calculated with wB97M-V/def2-TZVPD.

XYZ file:
```
11
Properties=species:S:1:pos:R:3:forces:R:3
C 0.107 1.482 -0.003 -2.1670 -1.2064 -1.1247
Br -1.078 -0.776 -1.925 -0.3046 0.3727 0.1091
Br -2.177 -0.442 1.169 2.1956 -0.1113 -1.3503
H 1.187 -0.737 0.816 -0.9717 -0.7984 -0.0108
C -0.556 -0.285 -0.146 -1.0525 3.4192 0.1172
H 0.270 -2.129 0.570 -0.1427 -0.0512 -0.3525
H 0.040 1.995 -1.071 0.6078 -1.5415 2.2006
H 1.134 1.399 0.468 -1.2718 0.3213 -0.6685
H -0.678 2.056 0.622 1.5543 -1.2809 -0.6819
H 1.217 -1.328 -0.646 -1.2401 -0.4148 0.1547
N 0.536 -1.234 0.147 2.7926 1.2912 1.6071
```
Positions in Å, forces in eV/Å.

The relative energy (zero: lowest compared OMol25 entry of this formula, charge and spin) comes out at 1.514 eV. Its max |F| is 3.6 eV/A. The orbital gap is 10.275 eV. Its total charge is +1. As for the SMILES: CC([NH3+])(Br)Br.

Mulliken atomic charge list, values in e, 8 entries: C -0.797; Br 0.037; Br 0.014; H 0.377; C 0.026; H 0.356; H 0.306; H 0.356

Below is one molecule with the formula C2H4N4O in a non-equilibrium geometry, with properties calculated with wB97M-V/def2-TZVPD.

XYZ file:
```
11
Properties=species:S:1:pos:R:3:forces:R:3
H -2.152 -1.539 -0.702 0.8420 1.9886 3.1457
H -0.730 2.602 0.564 -1.2592 -4.3939 -3.5082
H 2.292 1.480 0.587 -1.9929 -1.0434 -1.8061
N 1.737 -0.513 0.005 0.6135 -3.0164 -0.1455
H -1.634 -1.443 1.020 -1.6212 0.1865 -1.0418
C 1.494 0.810 0.048 -4.1684 -1.7787 1.0474
C -0.006 0.744 -0.065 0.7303 -0.1983 0.8877
N -1.854 -0.847 0.174 2.5664 -3.7665 -1.9232
N 0.725 -1.420 -0.112 0.9610 3.1803 0.7234
N -0.401 -0.629 -0.070 0.7281 5.5506 -0.9603
O -1.020 1.680 -0.168 2.6004 3.2913 3.5809
```
Positions in Å, forces in eV/Å.

The relative energy (zero: lowest compared OMol25 entry of this formula, charge and spin) comes out at 5.874 eV. Its max |F| is 5.8 eV/A. The orbital gap is 8.903 eV. Its total charge is 0. As for the SMILES: Nn1nncc1O.

Mulliken atomic charge list, values in e, 8 entries: H 0.313; H 0.388; H 0.268; N -0.153; H 0.306; C -0.377; C 0.437; N -0.577